Entry 1:
{
  "formula": "C28H35F3HgN4O3P2S",
  "method": "ωB97M-V with the def2-TZVPD basis set",
  "species": ["Hg", "C", "C", "C", "C", "C", "C", "C", "C", "C", "H", "H", "H", "H", "H", "H", "H", "H", "H", "H", "H", "H", "H", "H", "H", "P", "P", "N", "N", "N", "N", "C", "C", "C", "C", "C", "C", "C", "C", "C", "C", "C", "C", "C", "C", "C", "C", "C", "C", "H", "H", "H", "H", "H", "H", "H", "H", "H", "H", "H", "H", "H", "H", "H", "H", "H", "H", "H", "H", "F", "C", "F", "F", "S", "O", "O", "O"],
  "coordinates": [[-1.6490, -0.2021, 1.9730], [1.2595, -2.8387, -4.8284], [2.0810, -2.2567, -3.9512], [2.9215, -1.0445, -4.1809], [2.3262, -0.0006, -5.1472], [0.9156, 0.3314, -4.7763], [-0.1792, -0.2830, -5.2269], [-0.2312, -1.3903, -6.2479], [0.9687, -2.3857, -6.2280], [-2.9197, 0.9970, 3.2192], [0.8129, -3.8289, -4.6053], [2.3156, -2.7942, -3.0348], [3.9036, -1.3634, -4.5441], [3.0912, -0.5339, -3.2257], [2.9126, 0.9137, -5.0246], [2.4330, -0.2784, -6.1909], [0.8291, 1.2344, -4.1485], [-1.1777, 0.1260, -5.0078], [-0.3273, -0.9777, -7.2642], [-1.1340, -1.9933, -6.0760], [0.6264, -3.2853, -6.7699], [1.8393, -2.0137, -6.7918], [-3.4775, 0.2366, 3.7956], [-3.5985, 1.5712, 2.5701], [-2.4383, 1.6714, 3.9500], [-0.8523, 1.9136, 0.6974], [0.7507, -0.7562, 1.6355], [-2.2186, 2.0898, -0.3051], [-0.6077, 3.4600, 1.3041], [0.4181, -2.1058, 0.6167], [1.8931, -1.4742, 2.7058], [0.6230, 1.3839, -0.2028], [1.6052, 0.4955, 0.6075], [-3.3653, 1.2752, -0.2521], [-4.1782, 1.5813, -1.3203], [-3.5268, 2.6196, -2.0659], [-2.3362, 2.9188, -1.4285], [-1.4509, 4.1631, 2.1885], [-0.8066, 5.3064, 2.6144], [0.5004, 5.3160, 1.9966], [0.5936, 4.1777, 1.2244], [-0.7486, -2.8898, 0.7129], [-0.8535, -3.6764, -0.4223], [0.2743, -3.3799, -1.2490], [1.0275, -2.4177, -0.5983], [2.9912, -2.2832, 2.3599], [3.7783, -2.5049, 3.4785], [3.1711, -1.7969, 4.5730], [2.0365, -1.1601, 4.0745], [1.1573, 2.2587, -0.5975], [0.1909, 0.8086, -1.0409], [2.3154, 0.0293, -0.0963], [2.1913, 1.0754, 1.3511], [-3.4670, 0.5526, 0.5443], [-5.1307, 1.1067, -1.5400], [-3.9078, 3.0845, -2.9721], [-1.5540, 3.6181, -1.6466], [-2.4174, 3.7524, 2.4462], [-1.1997, 6.0769, 3.2741], [1.2721, 6.0715, 2.1010], [1.3980, 3.7782, 0.6359], [-1.3860, -2.7881, 1.5752], [-1.6348, -4.4053, -0.6415], [0.5184, -3.8232, -2.2174], [1.9345, -1.9139, -0.8743], [3.0898, -2.6357, 1.3479], [4.6946, -3.0992, 3.5110], [3.5290, -1.7533, 5.6007], [1.3017, -0.5355, 4.5394], [-2.2358, -0.6192, 8.0057], [-2.4268, -0.2437, 6.7309], [-3.4919, -0.9200, 6.2442], [-2.7278, 1.0726, 6.7343], [-0.9266, -0.5526, 5.6043], [-0.4591, 0.7589, 5.1451], [0.0125, -1.2053, 6.5172], [-1.4622, -1.4162, 4.5350]],
  "forces_ev_per_angstrom": [[0.1, 0.5, 2.4], [0.6, -0.7, 0.2], [0.1, -0.9, -0.4], [-0.1, 0.4, -0.2], [0.4, 0.2, 0.4], [-0.6, 0.6, -0.2], [-0.3, 0.7, -0.5], [0.4, -0.5, 0.0], [-0.7, -0.2, -0.5], [-1.8, -0.6, 0.4], [0.2, 0.8, 0.3], [-0.2, 0.1, 0.0], [0.1, 0.1, 0.1], [0.0, -0.1, 0.0], [0.1, 0.0, -0.1], [-0.1, -0.1, 0.0], [-0.3, -0.6, -0.1], [0.6, -0.1, 0.3], [-0.1, 0.0, 0.3], [0.1, 0.2, 0.0], [0.2, 0.4, 0.0], [-0.3, -0.1, 0.5], [0.0, 0.7, -0.2], [0.1, -0.2, 0.3], [0.5, -0.6, -0.7], [-1.2, -0.4, 0.7], [0.8, -2.3, 0.7], [-0.1, 0.4, -1.2], [0.8, 1.5, 0.6], [-0.2, -0.1, -1.2], [0.7, 0.4, 0.5], [0.3, 0.6, -0.8], [0.1, 0.1, 0.1], [0.1, 0.3, -0.7], [0.7, -0.1, 0.5], [0.6, 0.2, 0.3], [-1.0, -0.8, 0.0], [0.5, 0.2, 0.0], [0.2, -0.6, -0.7], [-0.4, -0.8, -0.3], [-0.4, 0.6, 0.4], [0.3, 0.1, -0.9], [0.3, 0.4, 0.6], [0.5, 0.4, 0.3], [-0.8, -0.6, 0.1], [0.4, 0.0, 0.4], [-0.8, 0.5, -0.6], [-1.0, 0.6, -0.8], [1.0, -0.7, -0.1], [0.0, -0.5, -0.3], [0.3, 0.2, 0.1], [-0.2, 0.2, 0.4], [-0.3, -0.2, -0.4], [-0.3, 0.2, -0.2], [0.3, 0.2, 0.1], [0.2, -0.1, 0.3], [0.1, 0.2, -0.1], [0.1, 0.1, -0.1], [0.0, -0.4, -0.2], [-0.2, -0.2, 0.0], [0.2, 0.2, 0.0], [0.0, -0.2, 0.2], [0.3, 0.4, 0.2], [-0.2, 0.2, 0.5], [0.1, -0.1, -0.2], [0.1, -0.1, 0.0], [-0.5, 0.2, -0.1], [-0.3, 0.0, -0.4], [0.1, 0.1, 0.2], [0.0, 0.1, -0.8], [-0.1, 0.2, -0.3], [0.3, 0.4, 0.4], [-0.1, -0.5, 0.0], [1.0, -0.9, 0.8], [-0.6, -0.6, 0.0], [-0.9, 0.4, -0.8], [0.4, 0.7, 0.7]],
  "largest_force_ev_per_a": 2.50,
  "e_homo_ha": -0.3067,
  "total_energy_ev": -83442.479,
  "homo_lumo_gap_ev": 7.0,
  "lumo_energy_ev": -1.30,
  "charge": 0
}

=====

Entry 2:
{
  "formula": "C28H35F3N4O3OsP2S",
  "method": "ωB97M-V with the def2-TZVPD basis set",
  "species": ["Os", "C", "C", "C", "C", "C", "C", "C", "C", "C", "H", "H", "H", "H", "H", "H", "H", "H", "H", "H", "H", "H", "H", "H", "H", "P", "P", "N", "N", "N", "N", "C", "C", "C", "C", "C", "C", "C", "C", "C", "C", "C", "C", "C", "C", "C", "C", "C", "C", "H", "H", "H", "H", "H", "H", "H", "H", "H", "H", "H", "H", "H", "H", "H", "H", "H", "H", "H", "H", "F", "C", "F", "F", "S", "O", "O", "O"],
  "coordinates": [[-0.7102, 1.6697, -0.5225], [-2.9082, -1.6404, 2.7716], [-2.4028, -0.5192, 2.2985], [-0.9673, -0.3550, 2.1000], [-0.1200, -1.5420, 1.5336], [-0.6869, -2.3412, 0.4200], [-1.7745, -3.1193, 0.4571], [-2.2229, -3.8268, 1.6876], [-2.3248, -2.9761, 2.9540], [-2.6515, 1.0571, -1.3191], [-3.7804, -1.5019, 3.3804], [-3.0156, 0.3606, 2.0164], [-0.4708, -0.0641, 3.0154], [-0.8342, 0.5529, 1.4676], [0.7373, -1.0195, 1.1028], [0.2574, -2.1234, 2.3892], [-0.1682, -2.2635, -0.5001], [-2.4786, -3.1659, -0.3619], [-1.4819, -4.5698, 1.9489], [-3.2023, -4.2844, 1.5411], [-3.0542, -3.4979, 3.5956], [-1.3866, -2.8559, 3.5173], [-3.3289, 1.4794, -0.5277], [-3.0615, 0.0085, -1.3819], [-2.9565, 1.6021, -2.2392], [0.4133, 0.4284, -1.9319], [1.0694, 1.8713, 1.2180], [1.1712, -1.2332, -2.7107], [0.9383, 1.1640, -3.5488], [2.6101, 0.9737, 1.9129], [1.6606, 3.4001, 2.0059], [1.9574, 0.7762, -1.0368], [1.6770, 2.1079, -0.4079], [0.5013, -2.2214, -3.4037], [1.3998, -3.1385, -3.9707], [2.6976, -2.7010, -3.6067], [2.5098, -1.5525, -2.8366], [0.0795, 1.8671, -4.3799], [0.8162, 2.5254, -5.3681], [2.1867, 2.2174, -5.1472], [2.2305, 1.3803, -4.0307], [2.6663, 0.1728, 3.0537], [3.9424, -0.3744, 3.1744], [4.6874, 0.0661, 2.0542], [3.8612, 0.8968, 1.3166], [2.6500, 3.7310, 2.9416], [2.7621, 5.1213, 3.0098], [1.7966, 5.6601, 2.0938], [1.1513, 4.5908, 1.4954], [2.9002, 0.7613, -1.5566], [2.0201, -0.0658, -0.3541], [2.5004, 2.8024, -0.4831], [0.7139, 2.6031, -0.9679], [-0.5691, -2.2181, -3.4198], [1.1547, -4.0049, -4.5737], [3.6643, -3.1438, -3.8519], [3.2826, -0.9917, -2.3544], [-0.9718, 1.8520, -4.1252], [0.3840, 3.1529, -6.1353], [3.0444, 2.5810, -5.7097], [3.1024, 0.9729, -3.5327], [1.7985, 0.0465, 3.6867], [4.3177, -1.0065, 3.9728], [5.7067, -0.1971, 1.8223], [4.0357, 1.3888, 0.3800], [3.2012, 2.9741, 3.4807], [3.4570, 5.6769, 3.6314], [1.6150, 6.7123, 1.8982], [0.3644, 4.5473, 0.7559], [-7.6700, -2.7648, 1.1171], [-6.7912, -2.3493, 0.1747], [-6.6022, -3.3894, -0.6695], [-7.3163, -1.3206, -0.5310], [-5.1425, -1.9062, 0.9503], [-5.4337, -0.7397, 1.7948], [-4.8653, -3.1892, 1.5757], [-4.3430, -1.5782, -0.2170]],
  "forces_ev_per_angstrom": [[-4.5, -2.0, -1.0], [-1.7, -2.2, 2.0], [0.8, 2.7, -1.9], [0.6, -0.3, -1.4], [0.8, 0.2, 0.8], [-1.1, -0.1, 0.1], [-0.1, 0.4, 0.6], [0.1, 0.3, 0.5], [-1.1, -0.4, 0.5], [-1.0, 0.4, 1.1], [-0.9, 0.3, 0.0], [0.0, -0.9, 0.6], [0.0, 0.3, 0.6], [-0.4, -0.8, 0.3], [0.4, -0.2, 0.4], [0.0, 0.1, -0.3], [0.0, 0.8, -1.2], [0.6, -0.8, -0.8], [0.1, -0.6, -0.3], [0.4, 0.0, 0.0], [0.7, 0.1, 0.0], [0.0, -0.1, -0.2], [0.5, 0.0, -0.3], [1.2, 0.7, 0.0], [0.7, -0.2, 0.3], [5.3, -0.2, -4.4], [5.4, 1.6, 4.5], [-1.3, -0.7, 0.6], [-1.2, 0.4, 1.4], [-1.8, -0.3, -0.3], [-1.3, -0.5, -1.0], [0.1, -1.2, -0.7], [0.0, 0.3, -1.2], [0.0, 1.2, 0.9], [2.3, 0.0, 0.0], [-1.7, -1.2, -1.0], [-0.5, 0.8, 0.6], [0.2, 0.7, -0.5], [-0.9, -0.7, 1.0], [-0.5, -0.8, 1.1], [0.5, 0.3, -0.3], [0.4, -0.5, 0.2], [-1.2, 0.4, -0.1], [-0.8, 0.7, -0.5], [0.2, -0.4, -0.2], [0.2, 0.7, 0.2], [-0.8, -1.5, -0.6], [-0.2, -0.7, -0.3], [0.3, 0.7, 0.6], [0.1, 0.2, -0.4], [0.1, 0.1, 0.7], [-0.2, 0.6, -0.2], [2.2, 1.0, -0.2], [-0.4, -0.1, -0.1], [-0.1, 0.2, 0.1], [-0.5, 0.2, 0.1], [0.1, 0.2, 0.1], [0.0, 0.1, -0.4], [0.1, -0.1, 0.1], [-0.3, -0.2, 0.2], [-0.2, 0.1, -0.2], [0.2, 0.1, 0.0], [-0.3, 0.2, -0.2], [0.0, 0.2, 0.0], [0.3, 0.2, 0.0], [-0.1, 0.0, -0.1], [-0.2, -0.2, -0.1], [0.0, -0.3, 0.0], [-0.1, 0.3, 0.0], [0.8, 0.7, -0.8], [-0.9, -0.4, -0.2], [0.0, 0.8, 0.4], [0.5, -0.8, 0.8], [-2.3, 0.6, -1.1], [0.8, -1.2, -0.1], [0.3, 0.9, 0.5], [0.7, -0.1, 0.2]],
  "largest_force_ev_per_a": 7.23,
  "e_homo_ha": [-0.4961, -0.4960],
  "total_energy_ev": -81709.154,
  "homo_lumo_gap_ev": [4.3, 3.8],
  "lumo_energy_ev": [-9.17, -9.67],
  "spin_multiplicity": 5,
  "charge": 2
}

=====

Entry 3:
{
  "formula": "C28H35N5OsP2Se",
  "method": "ωB97M-V with the def2-TZVPD basis set",
  "species": ["Os", "C", "C", "C", "C", "C", "C", "C", "C", "C", "H", "H", "H", "H", "H", "H", "H", "H", "H", "H", "H", "H", "H", "H", "H", "P", "P", "N", "N", "N", "N", "C", "C", "C", "C", "C", "C", "C", "C", "C", "C", "C", "C", "C", "C", "C", "C", "C", "C", "H", "H", "H", "H", "H", "H", "H", "H", "H", "H", "H", "H", "H", "H", "H", "H", "H", "H", "H", "H", "Se", "C", "N"],
  "coordinates": [[-0.8874, -0.0602, -1.7471], [0.1760, 0.4041, -3.4145], [0.7497, 0.9955, -2.2233], [0.6793, 2.5080, -2.1392], [-0.7509, 2.9636, -1.8968], [-1.6658, 1.8230, -1.5441], [-2.4283, 0.9671, -2.4414], [-2.2625, 0.9973, -3.9171], [-0.7711, 1.1179, -4.3418], [-1.8853, -1.2514, -0.1581], [0.8852, -0.2607, -3.9229], [1.7479, 0.6268, -1.9397], [1.1131, 2.9921, -3.0347], [1.3059, 2.8453, -1.3058], [-0.7701, 3.6815, -1.0658], [-1.1389, 3.5881, -2.7032], [-2.2596, 2.1135, -0.6703], [-3.4146, 0.7040, -2.0527], [-2.8170, 1.8331, -4.3559], [-2.6877, 0.0695, -4.3354], [-0.6696, 0.7612, -5.3821], [-0.4350, 2.1552, -4.3567], [-2.3421, -2.0246, -0.8161], [-2.6979, -0.9029, 0.5086], [-1.1272, -1.7388, 0.4759], [-0.6257, 0.5973, 1.5990], [1.8914, -1.4845, 0.4781], [-2.2755, 1.6714, 1.6198], [-0.4628, 0.4965, 3.2525], [1.5691, -1.7892, -1.1616], [3.2366, -2.2517, 0.9890], [1.0011, 1.2559, 1.1506], [2.1531, 0.2367, 0.7975], [-3.3777, 1.3235, 0.8225], [-4.4310, 2.1694, 1.0677], [-4.0134, 3.0545, 2.0907], [-2.6910, 2.7382, 2.4037], [-1.5881, 0.0036, 3.9621], [-1.5665, 0.5234, 5.2183], [-0.3883, 1.3273, 5.3595], [0.3013, 1.2653, 4.1522], [0.1221, -1.8964, -1.6463], [0.2407, -2.4200, -3.0103], [1.5730, -2.6795, -3.2614], [2.3659, -2.3231, -2.1504], [4.4469, -2.3324, 0.2512], [5.2887, -3.1720, 0.9663], [4.6160, -3.5417, 2.1901], [3.4152, -2.8986, 2.2382], [1.3798, 1.9057, 1.9560], [0.8718, 1.9002, 0.2592], [2.6687, 0.5490, -0.1283], [2.9309, 0.2095, 1.5830], [-3.3824, 0.5435, 0.0826], [-5.3977, 2.0673, 0.5529], [-4.6213, 3.8154, 2.5627], [-2.0141, 3.1796, 3.1286], [-2.2939, -0.6683, 3.4613], [-2.3401, 0.3911, 5.9798], [-0.0549, 1.8859, 6.2095], [1.2550, 1.6648, 3.8495], [-0.3797, -2.6106, -0.9898], [-0.6290, -2.7013, -3.6217], [1.9991, -3.1284, -4.1474], [3.4279, -2.4408, -2.0165], [4.5641, -1.7650, -0.6583], [6.2577, -3.4648, 0.6465], [4.9838, -4.1797, 2.9771], [2.6111, -2.8216, 2.9875], [0.4460, -5.2062, 1.9700], [0.5568, -3.5652, 1.4708], [0.7135, -2.3422, 1.2862]],
  "forces_ev_per_angstrom": [[-0.7, -3.6, 4.1], [2.0, -0.8, -1.4], [1.6, 1.8, -1.3], [0.4, 0.4, 0.4], [-0.1, 1.1, 0.1], [-1.8, 1.4, 0.0], [-1.2, 2.2, 0.4], [0.1, -0.1, -1.2], [-0.2, 0.4, -0.6], [-0.8, -0.8, -0.8], [-0.6, -0.1, 0.3], [-0.6, -0.3, -0.3], [-0.1, -0.4, 0.3], [0.1, 0.1, -0.2], [0.1, -0.2, 0.1], [-0.1, -0.3, -0.3], [0.4, -0.3, -0.3], [0.1, -0.2, -0.3], [-0.1, -0.1, 0.0], [0.1, 0.3, 0.0], [0.0, 0.0, 0.6], [-0.3, 0.2, -0.1], [0.0, 0.0, 0.4], [0.6, -0.3, -0.5], [-0.9, 0.3, -0.5], [-1.3, -1.5, -0.1], [-1.5, -3.0, -2.0], [0.5, 0.9, 0.1], [-0.1, -0.3, 1.3], [-0.6, 0.5, 1.9], [1.6, 0.4, -0.3], [1.0, 2.0, -0.2], [-0.7, 0.7, 0.8], [1.4, 0.1, 0.3], [-1.1, 1.6, 1.3], [-2.1, -0.5, -1.3], [1.6, -1.6, -0.7], [0.2, 0.1, -0.1], [-0.5, 0.0, 0.2], [1.0, -0.3, -1.9], [-1.3, 0.3, 1.1], [1.0, -0.3, 0.7], [0.4, -0.9, -0.2], [0.7, 0.0, 0.5], [0.4, -0.7, -1.7], [0.4, -1.2, 1.5], [-1.6, 1.1, -0.4], [-0.2, 0.7, -0.1], [-0.4, -0.3, -0.4], [0.0, -0.1, -0.6], [-0.1, -0.3, 0.5], [-0.2, 0.0, 0.3], [-0.5, 0.2, -0.1], [0.3, 0.0, 0.3], [0.5, 0.3, 0.5], [0.2, 0.0, 0.0], [-0.1, 0.0, -0.1], [0.3, 0.4, 0.3], [0.5, -0.1, -0.3], [0.0, 0.0, 0.3], [-0.1, 0.1, 0.2], [0.1, 0.0, -0.2], [0.6, 0.2, 0.3], [-0.1, 0.1, 0.0], [-0.2, -0.1, -0.2], [0.2, -0.2, 0.1], [0.6, -0.2, -0.1], [0.2, 0.1, 0.0], [0.7, -0.3, -0.5], [-0.1, 1.6, -0.8], [0.6, 0.4, 0.7], [0.0, -0.6, 0.3]],
  "largest_force_ev_per_a": 5.50,
  "de_lowest_kcal_mol": 58.4,
  "e_homo_ha": [-0.4057, -0.5136],
  "total_energy_ev": -123420.342,
  "homo_lumo_gap_ev": [5.2, 5.1],
  "lumo_energy_ev": [-5.85, -8.85],
  "spin_multiplicity": 5,
  "charge": 2
}